{
  "formula": "C26H41N2ORu",
  "method": "wB97M-V/def2-TZVPD",
  "e_above_lowest_kcal_mol": 18.2,
  "s_squared": 6.0104,
  "total_charge": 1,
  "multiplicity": 5,
  "e_homo_ev": [-9.71, -11.55],
  "fmax_ev_per_a": 4.852,
  "elements": ["C", "C", "C", "C", "C", "Ru", "C", "C", "H", "C", "H", "H", "C", "H", "H", "H", "C", "H", "H", "H", "C", "H", "H", "H", "C", "H", "H", "H", "C", "H", "H", "H", "C", "H", "H", "H", "C", "H", "H", "H", "C", "C", "C", "C", "H", "C", "H", "C", "H", "H", "H", "C", "N", "C", "C", "O", "N", "C", "C", "H", "H", "H", "H", "H", "H", "H", "H", "H", "H", "H", "H"],
  "xyz": [[1.3498, -1.9780, 0.3960], [1.8360, -1.2433, -0.7341], [0.9169, -1.4321, -1.8334], [-0.1402, -2.3139, -1.3782], [0.1195, -2.6308, 0.0146], [-0.2821, -0.5743, -0.2540], [-1.8680, 1.6578, -1.8284], [-1.7230, 0.9400, -0.4935], [-1.6895, 1.6305, 0.3610], [-2.2837, -0.3689, -0.2318], [-2.8846, -0.8482, -1.0077], [-2.6258, -0.5460, 0.7934], [-2.7363, 2.9006, -1.6978], [-2.3370, 3.5784, -0.9355], [-2.7843, 3.4420, -2.6486], [-3.7530, 2.6058, -1.4106], [-2.3814, 0.7647, -2.9422], [-1.7176, -0.0926, -3.1089], [-3.3837, 0.3965, -2.6867], [-2.4597, 1.3166, -3.8860], [3.1025, -0.4647, -0.7733], [3.2131, 0.1376, 0.1377], [3.9768, -1.1278, -0.8423], [3.1180, 0.2117, -1.6311], [1.0989, -0.9127, -3.2170], [1.5850, 0.0669, -3.1900], [1.7187, -1.5876, -3.8243], [0.1344, -0.7950, -3.7180], [-1.2137, -2.9194, -2.2128], [-1.2313, -2.4590, -3.2041], [-1.0651, -4.0004, -2.3350], [-2.1896, -2.7668, -1.7415], [-0.6885, -3.5412, 0.8680], [-1.7202, -3.5850, 0.5071], [-0.2811, -4.5612, 0.8718], [-0.6999, -3.1764, 1.9011], [2.0245, -2.0777, 1.7162], [1.3088, -2.3478, 2.4989], [2.8182, -2.8387, 1.7049], [2.4859, -1.1200, 1.9859], [0.7668, 2.2846, -1.4862], [-0.2966, 2.2337, -2.2968], [2.0418, 2.6707, -1.8661], [-0.1588, 2.6684, -3.6169], [0.3281, 1.8811, -0.5108], [2.2108, 3.0405, -3.2047], [2.8518, 2.6827, -1.1365], [1.1095, 3.0350, -4.0759], [-1.0263, 2.7154, -4.2803], [3.1964, 3.3356, -3.5666], [1.2342, 3.3270, -5.1205], [1.1900, 2.1680, 2.4397], [0.7012, 1.6299, 3.6902], [1.1075, 2.3104, 4.9051], [-0.1020, 0.5380, 3.5799], [-0.3212, 0.0783, 2.4280], [-0.6821, -0.1146, 4.6246], [-0.6857, 0.2226, 6.0352], [-1.3695, -1.3377, 4.2724], [1.8562, 3.0047, 2.6628], [0.3567, 2.5202, 1.8163], [1.7356, 1.3992, 1.8718], [0.2879, 2.9018, 5.3411], [1.4978, 1.6042, 5.6489], [1.9091, 3.0028, 4.6324], [-1.6678, -0.0527, 6.4384], [0.0802, -0.3443, 6.5888], [-0.5333, 1.2910, 6.1940], [-2.0998, -1.1598, 3.4734], [-0.6607, -2.1020, 3.9187], [-1.8762, -1.7080, 5.1671]],
  "forces_ev_per_a": [[0.393, -0.744, -0.545], [-0.140, -0.597, 0.142], [0.428, -1.731, -0.056], [1.313, -1.621, -0.578], [1.359, -1.257, -0.752], [-0.364, 4.488, 1.807], [3.305, 0.969, -0.701], [-1.907, 0.073, 0.494], [0.173, -0.349, -0.157], [-1.720, 1.933, -0.210], [0.365, -0.099, 0.226], [0.187, -0.132, -0.162], [-0.195, 0.007, 0.269], [-0.106, -0.076, -0.112], [0.006, -0.094, 0.154], [0.082, 0.140, -0.039], [-0.082, -0.139, -0.090], [-0.209, 0.087, 0.029], [0.172, 0.048, -0.148], [-0.025, -0.180, 0.255], [0.209, 0.275, 0.072], [0.069, -0.105, -0.181], [-0.235, 0.084, 0.017], [0.055, -0.117, 0.142], [-0.022, 0.276, -0.207], [-0.085, -0.076, -0.142], [-0.134, 0.087, 0.206], [0.229, 0.008, -0.041], [-0.307, -0.086, -0.057], [-0.079, -0.129, 0.119], [0.022, 0.249, 0.002], [0.041, -0.148, -0.201], [-0.307, 0.047, 0.236], [0.112, -0.079, 0.100], [-0.029, 0.218, -0.065], [-0.061, -0.150, -0.147], [0.150, 0.073, 0.343], [0.172, 0.090, -0.097], [-0.179, 0.137, -0.062], [-0.086, -0.211, 0.039], [-0.850, -1.448, 3.108], [-4.044, -0.475, -2.221], [0.047, 0.228, -0.372], [0.363, 0.084, -0.268], [2.096, 0.767, -0.282], [0.049, -0.120, 0.300], [-0.117, 0.057, -0.337], [-0.269, 0.045, 0.082], [0.432, -0.029, 0.087], [-0.292, -0.061, 0.065], [0.033, -0.029, 0.343], [-0.017, 0.082, -0.526], [-0.103, -0.201, 0.292], [0.094, 0.129, 0.329], [-0.174, -0.441, -0.775], [0.171, 0.112, 0.116], [0.198, 0.413, -0.105], [0.038, 0.111, 0.361], [-0.174, -0.433, -0.173], [-0.143, -0.175, -0.170], [0.267, -0.013, 0.055], [-0.104, 0.259, 0.088], [0.306, -0.105, -0.071], [-0.070, 0.291, -0.167], [-0.157, -0.190, 0.236], [0.256, 0.188, -0.004], [-0.186, 0.195, -0.092], [-0.185, -0.429, 0.061], [0.119, -0.093, 0.252], [-0.222, 0.132, 0.131], [0.069, -0.015, -0.243]]
}